Formula: C24H25IMoN7O9
Source: the OMol25 dataset
Level of theory: the ωB97M-V functional and the def2-TZVPD basis

Geometry as XYZ:
```
67
Properties=species:S:1:pos:R:3:forces:R:3
Mo 0.0472 -0.3957 -0.4772 0.0 1.0 -0.5
C 4.1362 -2.3444 -0.3016 0.0 -0.1 0.0
C 3.1341 -2.7432 0.7332 -0.4 0.3 -0.4
N 3.5626 -3.4711 1.7583 0.5 -0.1 0.1
C 2.7654 -3.8694 2.7227 -0.2 0.1 -0.1
C 1.3959 -3.5653 2.7712 -0.2 0.1 -0.2
C 0.6545 -4.0716 3.9767 0.2 -0.1 0.3
O -0.7382 -3.8706 3.9198 0.0 0.1 -0.2
C 0.8968 -2.7881 1.7129 0.2 0.0 -0.1
C -0.5043 -2.4742 1.6090 -0.2 0.1 -0.1
N -1.0378 -1.5951 0.7995 0.2 -0.5 0.4
C -2.4666 -1.5628 0.7180 -0.6 0.0 0.0
C -3.2751 -1.5891 1.8509 0.3 0.1 0.1
C -4.6558 -1.5846 1.7296 0.0 0.0 0.0
C -5.2542 -1.5826 0.4783 0.0 0.0 0.0
C -4.4698 -1.5694 -0.6682 -0.1 0.0 -0.1
C -3.1031 -1.5480 -0.5167 0.4 0.0 -0.3
I -1.8750 -1.4927 -2.2741 -0.2 -0.1 0.4
C 1.7903 -2.3950 0.6756 0.4 -0.5 1.3
O 1.2657 -1.6441 -0.3191 1.9 -1.8 0.0
H 5.1185 -2.3169 0.1630 0.0 0.1 0.0
H 3.9125 -1.3688 -0.7357 0.0 0.0 0.0
H 4.1749 -3.0959 -1.0944 0.0 0.0 0.0
H 3.2272 -4.4565 3.5101 -0.1 0.0 0.0
H 1.0848 -3.5639 4.8505 0.0 0.0 0.0
H 0.8921 -5.1355 4.0860 0.0 0.0 0.0
H -1.1565 -4.3069 4.6692 0.0 0.0 0.1
H -1.1690 -3.0616 2.2332 0.0 0.0 0.0
H -2.8124 -1.5919 2.8313 0.0 0.0 0.0
H -5.2657 -1.5819 2.6227 0.0 0.0 0.0
H -6.3308 -1.5923 0.3778 0.0 0.0 0.0
H -4.9273 -1.5762 -1.6479 0.0 0.0 0.0
O 0.2539 6.3714 2.7513 -0.2 0.0 0.1
N -0.8490 5.9123 2.5646 0.0 0.0 -0.2
O -1.9150 6.3627 2.9059 0.2 0.0 0.0
C -0.8971 4.6339 1.7951 0.0 -0.1 0.0
C -2.1213 4.1639 1.3615 -0.1 0.0 -0.1
C -2.1777 2.9783 0.6555 0.4 -0.4 0.0
C -1.0068 2.2381 0.4157 0.2 0.5 0.7
O -0.9290 1.0631 -0.2628 -1.7 2.3 0.3
C 0.2150 2.7377 0.9212 -0.8 -0.3 -0.3
C 0.2791 3.9462 1.5840 0.3 0.2 0.1
N 1.3406 1.8962 0.7130 0.3 0.4 -0.1
O 2.2795 2.2158 -0.0634 -0.4 -0.3 0.2
O 1.1226 0.6114 1.0285 -0.3 -0.9 -1.1
N -3.4936 2.5148 0.1815 -0.2 0.2 -0.4
O -4.4529 3.1692 0.4852 0.1 -0.1 0.1
O -3.5038 1.5247 -0.5342 0.1 -0.1 0.1
H -3.0274 4.7216 1.5633 0.0 0.0 0.0
H 1.2175 4.3469 1.9470 0.0 0.0 0.0
N 2.0040 1.4296 -4.9199 0.1 0.1 0.0
C 2.8183 0.4401 -4.1446 0.1 -0.3 0.3
C 1.9220 -0.3107 -3.1613 0.2 0.1 -0.1
N 1.2302 0.6074 -2.2263 -0.1 -0.1 0.2
C 0.4433 1.5954 -3.0039 0.1 0.2 -0.2
C 1.3222 2.3757 -3.9800 -0.3 0.1 0.4
H 1.3100 0.9390 -5.4896 0.0 0.0 -0.1
H 2.6006 1.9485 -5.5709 0.0 0.0 0.0
H 3.5905 0.9940 -3.6098 0.0 0.1 -0.1
H 3.3054 -0.2549 -4.8266 -0.1 0.1 -0.1
H 2.5430 -1.0066 -2.5994 0.0 0.0 0.0
H 1.1722 -0.8925 -3.7064 0.0 0.0 0.1
H 1.9341 1.1334 -1.6825 0.0 0.0 0.1
H -0.0234 2.3152 -2.3345 0.0 0.0 0.0
H -0.3504 1.0720 -3.5436 0.0 0.0 0.1
H 2.0965 2.9170 -3.4346 0.1 0.0 -0.1
H 0.7297 3.0945 -4.5434 0.0 -0.1 -0.1
```
Forces are in eV/Å.

Output
- expectation value of S² = 2.032
- E_HOMO (spin up / spin down) (eV) = -16.5 / -17.1
- net charge = +3
- spin multiplicity = 3
- LUMO level (spin up / spin down) (eV) = -10.8 / -10.9
- F_max (eV/A) = 2.84
- orbital gap (spin up / spin down) (eV) = 5.7081 / 6.1967